13
Properties=species:S:1:pos:R:3 method="wB97M-V/def2-TZVPD" spin_multiplicity=1 e_homo_ev=-9.75 smiles="NC(=O)CCO" e_tot_ev=-8809.75490 orbital_gap_ev=10.51 charge=0
N -0.83767 -1.14456 -0.85133
C -0.96756 0.24064 -0.86416
O -1.70759 0.79215 -1.65494
C -0.04947 1.04360 0.04861
C 1.12188 0.26983 0.62362
O 0.63033 -0.63110 1.60766
H -0.99570 -1.58178 0.04735
H -1.38214 -1.55921 -1.59686
H -0.63471 1.49527 0.85927
H 0.31181 1.87458 -0.56707
H 1.62979 -0.27351 -0.18276
H 1.84692 0.96250 1.07510
H 1.03411 -1.48840 1.45550

13
Properties=species:S:1:pos:R:3 method="wB97M-V/def2-TZVPD" spin_multiplicity=1 e_homo_ev=-10.44 smiles="CC(C)[N+](=O)[O-]" e_tot_ev=-8806.12946 orbital_gap_ev=11.09 charge=0
C -0.36747 0.89463 0.94540
C 0.21661 -0.24198 0.23269
C 1.17682 0.04504 -0.86684
N -1.16113 -1.01784 -0.41456
O -1.76276 -1.63229 0.43089
O -1.30035 -1.06001 -1.60529
H -1.13043 0.61173 1.66409
H 0.44150 1.45648 1.59276
H -0.74221 1.72604 0.37860
H 0.46445 -0.98003 1.03077
H 0.66442 0.74690 -1.39144
H 1.28751 -0.95764 -1.40018
H 2.21305 0.40897 -0.59689

13
Properties=species:S:1:pos:R:3 method="wB97M-V/def2-TZVPD" spin_multiplicity=1 e_homo_ev=-9.80 smiles="C/C(CO)=N/O" e_tot_ev=-8806.89368 orbital_gap_ev=10.64 charge=0
C -0.76019 1.33497 -0.41797
C -0.49493 -0.10270 -0.03912
C 1.06997 -0.42763 0.23021
O 1.96634 0.64567 0.08297
N -1.35707 -1.04834 0.08906
O -0.68423 -2.22491 0.46495
H -1.34169 1.91478 0.30253
H 0.25186 1.89619 -0.40903
H -1.09978 1.49419 -1.44418
H 1.28173 -1.24067 -0.47914
H 1.08342 -0.81564 1.25794
H 1.46063 1.46842 -0.18393
H -1.37605 -2.89432 0.54572